--- one ---
Below is a cluster of 4 separate species, C4H6N2O2 in total, with properties calculated with ωB97M-V/def2-TZVPD.

Geometry as ORCA input:
```
! wB97M-V def2-TZVPD RIJCOSX def2/J DEFGRID3
* xyz 0 1
C -0.923 1.022 -0.666
C 0.741 0.011 0.892
C 1.674 -0.559 -0.212
C -1.476 -1.294 0.052
H 0.204 2.726 0.528
H -1.676 0.426 -1.857
H 1.091 1.001 1.167
H 0.692 -0.648 1.795
H 2.545 0.005 0.445
H -0.576 -2.464 -0.225
N -0.459 2.208 -0.673
N -0.719 -0.090 0.219
O 1.529 -1.294 -1.228
O -2.647 -1.050 -0.237
*
```

As for the HOMO-LUMO gap: 9.52 eV.

---

--- two ---
Below is a cluster of 3 separate species, C4H6N2O2 in total, with properties calculated with ωB97M-V/def2-TZVPD.

Geometry as ORCA input:
```
! wB97M-V def2-TZVPD RIJCOSX def2/J DEFGRID3
* xyz 0 1
C -0.254 -0.352 0.798
C 0.184 -0.444 -1.389
C 0.142 0.995 -1.422
C 0.548 0.142 -0.266
H 0.305 1.392 3.127
H -2.389 -1.556 0.999
H 1.042 -1.056 -1.949
H 1.039 1.421 -1.814
H -0.861 1.330 -1.269
H 1.603 0.205 -0.010
N -0.065 -0.209 1.929
N -1.110 -1.305 0.281
O 1.022 0.488 2.160
O -1.205 -1.050 -1.177
*
```

As for the HOMO-LUMO gap: 7.74 eV.

---

--- three ---
Below is a structure of composition C4H6N2O2, with properties calculated with ωB97M-V/def2-TZVPD.

Geometry as ORCA input:
```
! wB97M-V def2-TZVPD RIJCOSX def2/J DEFGRID3
* xyz 0 1
C 0.204 1.840 0.644
C 0.021 0.640 -0.297
C 0.502 -1.446 0.225
C -1.329 -0.182 0.012
H 0.913 2.697 -0.157
H -0.939 2.236 0.856
H 0.836 1.462 1.897
H -0.046 1.059 -1.361
H 2.201 0.128 -1.444
H 1.269 -2.177 0.373
N 0.990 -0.228 0.009
N -0.866 -1.493 0.473
O 2.196 -0.063 -0.363
O -2.381 0.255 -0.517
*
```

As for the HOMO-LUMO gap: 8.86 eV.

---

Which structure is the most stable? The one labeled three.